[1]
A molecular structure, C30H38N9O9P2Ru, computed with the ωB97M-V functional and the def2-TZVPD basis.

XYZ file:
```
89
Properties=species:S:1:pos:R:3:mulliken_spin:R:1
Ru -0.912 1.150 0.108 2.538
C 0.361 4.431 2.614 -0.006
C -0.599 5.375 2.295 0.019
C -1.541 5.097 1.306 0.000
C -1.502 3.875 0.675 0.130
N -0.567 2.952 1.011 -0.014
C 0.346 3.218 1.948 0.048
C -2.429 3.464 -0.413 -0.051
C -3.560 4.172 -0.780 -0.020
C -4.367 3.665 -1.782 0.028
C -3.995 2.505 -2.453 -0.013
C -2.826 1.861 -2.095 0.007
N -2.097 2.317 -1.050 -0.053
C -2.285 0.753 -2.939 0.025
C -2.690 0.586 -4.262 0.255
C -2.220 -0.494 -5.055 -0.062
C -1.172 -1.235 -4.639 0.257
C -0.498 -0.900 -3.358 -0.050
N -1.335 -0.079 -2.484 0.355
H 1.113 4.623 3.367 0.000
H -0.619 6.330 2.804 0.000
H -2.282 5.837 1.042 0.001
H 1.066 2.436 2.150 0.001
H -3.830 5.086 -0.270 0.001
H -5.282 4.175 -2.052 -0.001
H -4.626 2.112 -3.236 0.001
H -3.396 1.281 -4.691 0.005
H -2.677 -0.676 -6.018 0.004
H -0.732 -2.007 -5.257 0.016
H 0.404 -0.302 -3.593 0.093
C 0.776 -4.566 -3.818 0.000
N 1.119 -3.178 -3.465 0.002
C 2.247 -2.619 -4.229 -0.002
P 0.325 -2.274 -2.398 0.014
O -1.117 -0.350 -1.203 0.060
O 1.392 -1.509 -1.584 0.040
P 2.235 -0.505 -0.531 0.042
O 1.322 0.543 0.006 0.014
N 2.825 -1.539 0.543 0.000
C 3.433 -2.824 0.181 0.001
C 2.740 -1.247 1.987 -0.001
N 3.376 0.100 -1.505 0.005
C 4.810 -0.206 -1.405 0.001
C 3.081 1.281 -2.320 0.003
N -0.713 -3.158 -1.546 0.011
C -2.158 -3.127 -1.815 0.008
C -0.358 -3.492 -0.152 0.000
H 0.568 -4.633 -4.886 0.001
H -0.092 -4.901 -3.260 0.000
H 1.619 -5.216 -3.585 0.000
H 2.028 -2.641 -5.297 0.000
H 3.142 -3.217 -4.051 0.000
H 2.463 -1.595 -3.926 0.002
H 3.433 -2.966 -0.898 0.000
H 2.886 -3.646 0.646 0.000
H 4.463 -2.863 0.534 0.000
H 2.920 -0.194 2.190 0.000
H 3.520 -1.814 2.490 0.000
H 1.771 -1.543 2.387 0.000
H 4.996 -0.967 -0.658 0.000
H 5.356 0.694 -1.119 0.000
H 5.188 -0.552 -2.367 0.000
H 2.005 1.440 -2.399 0.004
H 3.493 1.151 -3.322 0.001
H 3.525 2.173 -1.877 0.000
H -2.358 -2.832 -2.845 -0.002
H -2.665 -2.447 -1.130 -0.001
H -2.559 -4.131 -1.684 0.001
H 0.707 -3.700 -0.072 0.001
H -0.898 -4.394 0.127 0.000
H -0.627 -2.676 0.524 0.001
O -2.356 1.087 1.997 0.150
C -1.444 0.387 2.493 -0.027
O -0.648 -0.229 1.682 0.137
C -1.179 0.375 3.944 0.005
C 0.122 0.156 4.375 0.007
C 0.398 0.235 5.721 0.001
C -0.573 0.505 6.666 0.002
C -1.856 0.722 6.195 -0.001
C -2.186 0.676 4.856 0.009
N -2.925 1.042 7.174 0.000
O -4.005 1.344 6.716 0.000
O -2.624 1.000 8.341 0.000
N 1.801 0.028 6.149 0.000
O 2.017 -0.049 7.330 0.000
O 2.626 -0.103 5.260 0.000
H 0.911 -0.064 3.674 -0.002
H -0.345 0.549 7.722 0.000
H -3.204 0.867 4.547 0.003
```

The total charge is +3. The highest occupied orbital energy (alpha / beta) comes out at -16.7563 / -16.7578 eV. The multiplicity is 5.


[2]
3 unconnected molecules or ions with the total composition C30H38NO11S, computed with the ωB97M-V functional and the def2-TZVPD basis.

XYZ file:
```
81
Properties=species:S:1:pos:R:3:lowdin_charge:R:1
C -1.339 -2.684 2.911 -0.074
C -1.456 -3.965 1.914 -0.262
O -2.356 -3.574 0.853 -0.193
C -2.040 -4.239 -0.398 -0.149
C -0.790 -3.465 -1.050 -0.166
O -0.693 -3.593 -2.493 -0.128
C 0.682 -3.412 -2.936 -0.141
N 1.077 -1.969 -3.004 -0.021
C 0.228 -1.313 -4.077 -0.048
C 0.518 0.284 -4.139 -0.217
C 0.111 0.944 -2.711 -0.120
C 1.126 1.876 -2.018 0.003
C 0.736 2.463 -0.620 -0.042
C -0.618 2.098 0.032 -0.045
C -1.611 1.176 -0.710 -0.041
C -1.273 0.574 -2.088 -0.025
O 1.923 0.595 -4.329 -0.142
C 2.741 -0.582 -4.479 -0.126
C 2.518 -1.682 -3.306 -0.202
C 3.439 -2.935 -3.673 -0.148
C 4.074 -3.678 -2.367 -0.244
C 5.299 -2.782 -1.749 -0.483
S 4.668 -2.042 -0.127 0.648
H -0.574 -1.935 2.487 0.075
H -1.070 -2.996 3.978 0.082
H -2.366 -2.165 2.850 0.081
H -1.809 -4.892 2.499 0.132
H -0.386 -4.189 1.578 0.109
H -1.715 -5.308 -0.141 0.140
H -2.908 -4.190 -1.136 0.144
H 0.145 -3.784 -0.475 0.125
H -0.958 -2.341 -0.824 0.137
H 0.743 -3.865 -3.987 0.166
H 1.318 -4.062 -2.254 0.146
H 0.877 -1.562 -2.060 0.188
H -0.899 -1.427 -3.855 0.141
H 0.371 -1.819 -5.104 0.167
H -0.093 0.751 -4.996 0.175
H 2.142 2.180 -2.423 0.106
H 1.507 3.137 -0.084 0.085
H -0.823 2.535 1.066 0.100
H -2.606 0.892 -0.223 0.071
H -2.005 -0.123 -2.635 0.104
H 3.833 -0.232 -4.351 0.158
H 2.648 -1.097 -5.500 0.147
H 2.982 -1.203 -2.362 0.137
H 4.362 -2.503 -4.221 0.127
H 2.980 -3.677 -4.418 0.125
H 4.555 -4.657 -2.706 0.117
H 3.329 -3.794 -1.515 0.065
H 6.143 -3.483 -1.433 0.084
H 5.609 -1.970 -2.483 0.080
H 3.989 -0.859 -0.404 -0.150
C -7.122 3.405 1.643 0.084
C -6.301 2.774 0.801 -0.219
C -5.376 1.703 1.273 -0.302
O -4.652 1.134 0.470 0.069
C -5.372 1.378 2.702 0.076
C -6.191 2.012 3.545 -0.217
C -7.135 3.063 3.069 -0.308
O -7.880 3.607 3.864 0.126
O -6.196 1.723 4.873 0.105
O -6.275 3.081 -0.525 0.097
H -7.799 4.181 1.314 0.141
H -4.684 0.612 3.034 0.134
H -6.872 2.312 5.265 0.121
H -5.605 2.489 -0.916 0.114
C 3.639 5.140 3.274 0.079
C 3.387 5.276 4.578 -0.218
C 2.682 4.213 5.348 -0.308
O 2.485 4.362 6.540 0.126
C 2.243 3.015 4.623 0.082
C 2.492 2.880 3.319 -0.220
C 3.223 3.933 2.555 -0.311
O 3.450 3.771 1.366 0.085
O 2.086 1.771 2.635 0.074
O 3.766 6.391 5.257 0.106
H 4.152 5.903 2.704 0.139
H 1.717 2.258 5.190 0.139
H 2.384 1.907 1.715 0.088
H 3.472 6.247 6.178 0.121
```

The total charge is +1. The highest occupied orbital energy comes out at -11.4129 eV.